1.
# C8H21F2N3O8

A 6-piece molecular cluster, C8H21F2N3O8 overall at a distorted geometry (ωB97M-V with the def2-TZVPD basis set, the OMol25 dataset).

Each line ends with the Löwdin charge.
Element x y z (Å)
C1 4.2250 2.5624 -3.7867  -0.360
H1 5.6342 0.8327 -3.7251  0.144
H2 -3.9278 -1.2572 -0.7070  0.134
H3 -0.3177 3.7595 -0.6305  0.148
C2 0.5779 -0.2015 1.8660  0.024
H4 0.6905 -4.3635 1.4473  0.161
H5 0.0266 2.6397 0.5980  0.066
C3 -2.0100 -4.1036 0.5485  -0.634
H6 6.3140 2.3198 -3.0541  0.142
H7 -2.7167 1.9201 1.2771  0.060
F1 -1.7273 -5.8750 3.0202  0.129
H8 1.2059 3.3786 -0.2430  0.142
C4 3.6487 1.7075 -1.7163  -0.496
N1 0.2709 3.0030 -0.3122  0.336
H9 -0.5109 -6.5631 1.8063  0.183
O1 -1.8468 0.0245 1.5601  -0.089
O2 2.9137 1.4286 -0.7796  0.103
F2 3.7370 1.9067 -4.7333  0.181
H10 -4.2235 0.3475 -0.6895  0.136
H11 -3.1117 -0.3101 0.2840  0.063
C5 -1.0966 -5.6481 1.8949  -0.285
C6 -0.3274 -4.3660 1.8370  -0.061
H12 4.5869 3.5455 -4.0878  0.176
O3 3.3756 2.6409 -2.6527  0.114
C7 5.4086 1.7176 -3.1301  -0.042
O4 -0.9451 -3.5626 0.9326  0.099
H13 -4.3855 2.1825 1.1379  0.147
H14 -3.3873 3.1399 2.1429  0.163
H15 -2.7603 -0.2955 -1.3452  0.156
H16 0.2869 2.1799 -0.8973  0.138
H17 0.9112 -0.4383 2.8764  0.102
H18 0.5326 -1.0870 1.2320  0.069
N2 -3.4747 2.5870 1.3022  0.337
N3 -3.4920 -0.3478 -0.6509  0.333
H19 1.2776 0.3244 1.2165  0.061
O5 -0.6828 1.8039 2.0751  -0.083
H20 -0.5444 -3.7624 2.7183  0.161
O6 4.9162 1.2477 -1.9104  0.091
O7 -2.8962 -3.4298 0.0221  0.092
O8 -2.0776 -5.3615 0.8800  0.197
C8 -0.7449 0.5700 1.8621  -0.682
H21 -3.3330 3.2031 0.5145  0.143

Computed properties:
Energy (eV): -34906.241
Charge: +2
Energy above the lowest of the compared OMol25 structures with the same formula, charge and spin (eV): 1.6937
E_LUMO (Eh): -0.25613
Orbital gap (eV): 8.4793


2.
# C21H30N2O5

An isolated molecule of C21H30N2O5 (ωB97M-V with the def2-TZVPD basis set, the OMol25 dataset).

Each line ends with the Löwdin charge.
Element x y z (Å)
C1 -6.8696 1.2307 0.6299  -0.128
C2 0.7531 -0.6721 1.5531  0.010
C3 5.7967 1.4662 -0.3895  -0.082
N1 4.4464 0.9544 -0.2859  -0.035
H1 -3.5744 -1.8996 1.7659  0.124
H2 6.0546 1.5992 -1.4465  0.142
H3 5.0585 -1.3983 0.8615  0.148
H4 8.8769 0.1601 0.5187  0.082
C4 -3.8947 -0.9346 1.3728  -0.080
H5 8.3796 1.8612 0.5377  0.084
H6 2.8528 -0.5380 1.8872  0.118
O1 -5.6837 1.9423 -1.3249  0.058
H7 -5.1147 -2.0846 -0.0086  0.132
H8 -6.0515 -1.0641 1.0840  0.115
H9 -6.3510 1.2720 1.5919  0.133
C5 -2.8444 -0.8334 -0.8970  -0.099
H10 -2.8657 -1.9246 -0.8874  0.125
C6 -5.1413 -1.1113 0.4905  -0.128
O2 -7.8116 0.1870 0.7320  -0.201
C7 5.3063 -1.3191 -0.2128  -0.377
C8 2.0014 -0.1186 1.3711  -0.029
C9 3.5007 1.6505 0.3891  -0.422
H11 4.5304 -0.2915 -1.9412  0.142
H12 -9.2588 1.0599 -0.4647  0.094
H13 -2.8010 0.7547 0.5700  0.154
C10 -2.7387 -0.3423 0.5520  -0.320
C11 5.2664 -2.6965 -0.8577  -0.027
H14 5.5081 -2.6146 -1.9137  0.084
H15 -4.1081 -0.2821 2.2194  0.118
C12 -5.8462 1.0608 -0.5002  -0.445
H16 0.6104 -1.5238 2.1994  0.120
C13 1.0542 1.5319 -0.0796  -0.004
H17 8.4488 0.9651 -0.9905  0.084
H18 6.5287 0.3882 1.3256  0.157
C14 -4.1116 -0.2585 -1.5355  -0.120
N2 -5.1611 -0.1007 -0.5420  -0.053
C15 8.2166 0.8956 0.0686  -0.029
H19 -8.1544 -0.0577 -1.3018  0.094
H20 5.8326 2.4283 0.1226  0.131
O3 6.6178 -0.8122 -0.3446  -0.078
H21 4.2783 -3.1337 -0.7462  0.082
C16 2.1681 0.9864 0.5402  -0.162
H22 -7.3727 2.1921 0.4565  0.133
H23 3.2815 -0.7191 -0.7431  0.125
C17 4.3008 -0.3564 -0.8696  -0.092
C18 -0.2019 0.9741 0.0872  -0.005
H24 1.1712 2.4035 -0.7057  0.125
H25 -1.9686 -0.5260 -1.4689  0.116
C19 -0.3647 -0.1371 0.9081  -0.251
H26 -1.0391 1.4267 -0.4200  0.109
O4 -1.5396 -0.7723 1.1690  -0.013
C20 -8.6921 0.1274 -0.3656  -0.090
H27 -4.4629 -0.9153 -2.3396  0.131
C21 6.7691 0.4653 0.2502  -0.369
H28 -3.9263 0.7316 -1.9596  0.122
H29 6.0013 -3.3419 -0.3860  0.082
O5 3.7141 2.7609 0.8408  0.073
H30 -9.3749 -0.6961 -0.1667  0.092

Computed properties:
Energy (eV): -35481.775
Energy above the lowest of the compared OMol25 structures with the same formula, charge and spin (eV): 1.7421
E_LUMO (Eh): 0.02377
SMILES string: COCC(=O)N1CCC(Oc2ccc(C(=O)N3C[C@@H](C)O[C@@H](C)C3)cc2)CC1
Orbital gap (eV): 9.2985


3.
# C4H9NO2S

A 2-piece molecular cluster, C4H9NO2S overall at a distorted geometry (ωB97M-V with the def2-TZVPD basis set, the OMol25 dataset).

Each line ends with the Löwdin charge.
Element x y z (Å)
C1 -1.5281 0.8044 -0.4001  -0.005
H1 -3.4387 -0.3643 -2.9328  0.118
N1 -2.0637 0.4900 -1.4068  -0.031
C2 2.1335 -0.9850 1.3338  -0.316
H2 2.3986 -0.2200 3.3721  0.045
H3 -1.1833 1.6465 0.2838  0.079
H4 -1.7843 0.4246 -3.1474  0.085
H5 3.2907 0.7173 2.0701  0.093
H6 2.0602 -2.0507 1.4302  0.041
O1 1.0467 1.3325 0.4239  -0.498
H7 -3.2149 1.3250 -2.7567  0.064
O2 1.1889 -0.8376 -0.9858  -0.357
C3 -2.6981 0.4324 -2.6414  -0.075
S1 0.7655 -0.1098 0.4415  0.798
H8 3.7966 -0.8899 2.7546  0.100
C4 2.8507 -0.2956 2.4070  -0.225
H9 2.1775 -1.0256 -1.0175  0.082

Computed properties:
Energy (eV): -20707.363
Energy above the lowest of the compared OMol25 structures with the same formula, charge and spin (eV): 7.6703
E_LUMO (spin up / spin down) (Eh): 0.02166 / -0.02123
Orbital gap (spin up / spin down) (eV): 8.1079 / 5.0993


4.
# CBr2FNO2

An isolated molecule of CBr2FNO2 at a distorted geometry (ωB97M-V with the def2-TZVPD basis set, the OMol25 dataset).

Each line ends with the Löwdin charge.
Element x y z (Å)
O1 1.0708 0.2339 1.4159  0.047
F1 -0.6681 -1.0791 -1.1065  0.020
Br1 1.6662 0.2366 -1.3650  0.838
Br2 -1.2824 1.6445 -0.7139  0.595
O2 -0.8486 -0.7503 1.4376  0.107
C1 -0.0227 -0.0672 -0.5801  -1.118
N1 0.0847 -0.2184 0.9119  -0.489

Computed properties:
Energy (eV): -149420.576
Energy above the lowest of the compared OMol25 structures with the same formula, charge and spin (eV): 0.0000
E_LUMO (Eh): -0.05172
SMILES string: O=[N+]([O-])C(F)(Br)Br
Orbital gap (eV): 9.7125


5.
# C5H7NOS

An isolated molecule of C5H7NOS (ωB97M-V with the def2-TZVPD basis set, the OMol25 dataset).

Each line ends with the Löwdin charge.
Element x y z (Å)
C1 -0.0617 -1.4680 -0.0042  -0.102
O1 2.5311 0.9973 -0.0059  0.025
H1 -2.5161 0.3964 0.8908  0.089
C2 1.4032 0.2251 -0.0119  -0.356
H2 -0.5746 -2.4064 0.0259  0.108
H3 2.1085 -1.9106 0.0185  0.108
H4 -2.5249 0.4152 -0.8818  0.081
H5 -2.6402 -1.1492 -0.0126  0.094
H6 0.8936 2.8939 0.0119  -0.123
C3 0.1385 0.7497 -0.0053  -0.583
C4 -2.2056 -0.1403 -0.0114  -0.038
H7 3.3040 0.4249 -0.0109  0.104
N1 -0.7562 -0.2768 -0.0033  -0.178
S1 -0.3780 2.4438 -0.0001  0.804
C5 1.2784 -1.1951 0.0004  -0.033

Computed properties:
Energy (eV): -19670.649
Energy above the lowest of the compared OMol25 structures with the same formula, charge and spin (eV): 0.9540
E_LUMO (Eh): 0.02821
SMILES string: Cn1ccc(O)c1S
Orbital gap (eV): 8.1092


6.
# C4H9NO2

An isolated molecule of C4H9NO2 at a distorted geometry (ωB97M-V with the def2-TZVPD basis set, the OMol25 dataset).

Each line ends with the Löwdin charge.
Element x y z (Å)
O1 -2.9243 0.0824 -0.1781  0.130
H1 2.3681 0.0396 0.0840  0.078
C1 -1.8647 -0.2672 0.2298  -0.496
N1 0.5582 -0.9865 -0.1792  -0.095
C2 -0.5383 -0.0796 -0.5634  -0.319
C3 1.6396 -0.5233 0.6677  -0.136
H2 2.1785 -1.3290 1.1901  0.080
H3 0.9542 -1.2475 -1.0718  0.110
H4 -1.0142 1.9091 -1.2056  0.090
H5 1.3285 0.0217 1.5752  0.090
C4 -0.1885 1.3717 -0.7318  -0.055
H6 -0.7277 -1.0892 1.5021  0.082
H7 0.0322 1.9160 0.1840  0.083
H8 -0.8419 -0.4396 -1.5556  0.151
O2 -1.6547 -0.8607 1.4122  0.126
H9 0.6952 1.4821 -1.3598  0.082

Computed properties:
Energy (eV): -9878.820
Energy above the lowest of the compared OMol25 structures with the same formula, charge and spin (eV): 1.2408
E_LUMO (Eh): 0.02409
SMILES string: CN[C@H](C)C(=O)O
Orbital gap (eV): 10.1882


7.
# C2HBr2ClOS

C2HBr2ClOS as an isolated structure at a distorted geometry (ωB97M-V with the def2-TZVPD basis set, the OMol25 dataset).

Each line ends with the Löwdin charge.
Element x y z (Å)
C1 1.1296 0.7337 -0.0522  -1.298
H1 -1.0525 1.2971 0.0014  0.087
C2 -0.2507 0.5265 -0.0319  -0.353
Br1 2.4673 -0.6041 -0.2559  0.671
O1 -2.3819 -0.8939 -0.6245  -0.567
Cl1 -0.7866 -2.2401 1.2780  0.201
Br2 1.8475 2.4107 0.2028  0.722
S1 -0.9726 -1.2300 -0.5177  0.536

Computed properties:
Energy (eV): -167578.278
Energy above the lowest of the compared OMol25 structures with the same formula, charge and spin (eV): 0.2032
E_LUMO (Eh): -0.01790
Orbital gap (eV): 9.4469


8.
# C12H23ClNO2S

An isolated ion of composition C12H23ClNO2S and charge +1 at a distorted geometry (ωB97M-V with the def2-TZVPD basis set, the OMol25 dataset).

Each line ends with the Löwdin charge.
Element x y z (Å)
H1 -0.8934 0.1813 -0.2884  0.090
H2 2.3303 1.2269 3.0327  0.124
H3 2.7373 1.8504 0.0727  0.122
H4 -0.0920 1.9872 2.0859  0.120
H5 -1.8624 -0.5999 1.9820  0.119
C1 -3.2020 -0.5099 -1.0245  -0.154
H6 4.0318 1.6359 1.2542  0.111
O1 5.6145 -0.4505 -0.1201  -0.252
C2 -2.1711 -1.5146 -0.4829  -0.179
C3 0.6049 1.2655 1.6878  -0.183
S1 4.0767 -0.5168 -0.7009  0.890
H7 -4.6129 -0.6399 -2.6321  0.113
H8 2.0652 2.7533 2.1370  0.120
H9 -2.6443 -2.0320 0.3425  0.102
C4 3.0164 -0.1726 0.6742  -0.398
N1 5.7353 -0.3581 2.3423  0.249
H10 -3.9084 1.0582 -4.9135  0.085
H11 -0.0372 -1.3593 -0.3395  0.098
C5 2.0432 1.6723 2.0901  -0.169
H12 -4.6527 1.3862 -3.3194  0.085
H13 3.2279 -0.8138 1.5239  0.109
H14 1.1192 -0.7201 2.4244  0.092
C6 -0.8967 -0.8352 0.0839  -0.214
C7 -3.7235 1.2730 -3.8662  -0.099
H15 2.0375 -0.4754 0.2957  0.085
H16 -0.0948 0.1099 3.3072  0.118
C8 -3.5364 -0.6919 -2.5196  -0.223
H17 -3.1954 2.2197 -3.8314  0.082
H18 -2.8277 0.5042 -0.9306  0.107
C9 3.0299 1.3263 0.9756  -0.224
H19 -0.7591 -1.9216 1.8753  0.116
O2 -2.8818 0.2828 -3.3042  -0.194
Cl1 3.8108 -2.4388 -1.0814  0.484
C10 5.7528 -0.5345 1.1859  -0.348
H20 -1.8965 -2.2225 -1.2510  0.100
C11 -0.8859 -0.8771 1.6030  -0.196
H21 0.5837 1.2604 0.6054  0.091
H22 -3.1705 -1.6622 -2.8362  0.112
H23 -4.1103 -0.5469 -0.4361  0.107
C12 0.2374 -0.0999 2.2961  -0.198

Computed properties:
Energy (eV): -41748.862
Charge: +1
E_LUMO (Eh): -0.19655
Orbital gap (eV): 6.1631


Q: Which of these has the highest energy?
A: C4H9NO2


Q: The highest energy belongs to which entry?
A: C4H9NO2